[1]
ORCA calculation (wB97M-V/def2-TZVPD) on a cluster of 2 separate species, C25H25N5O3 in total.

Cartesian coordinates (Å):
C 3.05756 1.43769 -2.71911
N 2.39597 1.16611 -1.46545
C 3.02362 1.35566 -0.26675
O 4.18271 1.73295 -0.11747
C 2.02130 0.99835 0.83313
C 1.66064 2.19578 1.71817
C 2.85602 2.74960 2.46574
C 3.26998 4.07022 2.25550
C 4.43699 4.53825 2.86380
C 5.16451 3.70450 3.72118
C 4.71619 2.40208 3.97340
C 3.55664 1.92687 3.35185
N 0.89038 0.47041 0.06017
C -0.18662 -0.05983 0.66572
C -1.27215 -0.57709 -0.03304
C -2.31383 -1.29219 0.54038
C -3.49995 -1.65650 -0.18219
C -4.66851 -2.10942 0.50788
C -5.80632 -2.50620 -0.16975
C -5.82593 -2.46153 -1.58228
N -6.95968 -2.93041 -2.29668
O -6.92886 -2.90499 -3.54936
O -7.94681 -3.35652 -1.65552
C -4.70131 -2.00660 -2.29773
C -3.56633 -1.60959 -1.61201
C 1.06751 0.57242 -1.39996
C 0.05165 1.52334 -2.05786
C 1.07721 -0.78771 -2.10955
H 4.03441 1.88152 -2.51678
H 3.19095 0.51374 -3.29501
H 2.45699 2.13045 -3.32042
H 2.45745 0.19599 1.45791
H 1.22361 2.97999 1.07922
H 0.88626 1.86270 2.42845
H 2.68423 4.70421 1.58398
H 4.77886 5.55274 2.65432
H 6.07523 4.07090 4.19718
H 5.27049 1.74429 4.64270
H 3.19660 0.90869 3.52949
H -0.17963 -0.04929 1.76177
H -1.28398 -0.44333 -1.11159
H -2.32565 -1.41535 1.62561
H -4.65381 -2.13303 1.59994
H -6.69507 -2.86101 0.34705
H -4.74648 -1.98663 -3.38363
H -2.70527 -1.27200 -2.19196
H 0.16852 2.53383 -1.64336
H 0.23606 1.55191 -3.13903
H -0.97871 1.20353 -1.89354
H 1.87330 -1.41889 -1.69265
H 0.13730 -1.32719 -1.99094
H 1.25686 -0.63158 -3.18048
C -0.86937 -3.75695 0.73807
C -0.60967 -3.89341 -0.61533
N -0.33960 -3.93628 -1.76219
C -1.72121 -4.67359 1.34434
N -2.42702 -5.40019 1.94221
H -0.14422 -3.22142 1.36250

As for the total energy: -39918.3327 eV. The orbital gap is 4.735 eV. The value obtained for the LUMO energy is -0.093 hartree. As for the largest force on an atom: 0.07172 hartree/bohr. The calculation puts the HOMO energy at -7.2623 eV.

=====

[2]
ORCA calculation (wB97M-V/def2-TZVPD) on a structure of composition C25H26AuN4S.

Cartesian coordinates (Å):
Au -0.34889 0.20995 0.01412
C -2.09260 -1.53556 -1.81059
N -0.72573 -1.69049 -1.29264
C 0.22050 -1.90860 -2.39796
C -0.64071 -2.74786 -0.28526
C -0.99491 -4.02895 -0.66576
C -0.95629 -5.08560 0.22873
C -0.54665 -4.82638 1.52225
C -0.18664 -3.55006 1.92145
C -0.20852 -2.46226 1.04075
N 0.23342 -1.16336 1.31989
C 0.92076 -0.64873 2.42518
C 1.09978 -1.28226 3.65938
C 1.89934 -0.74042 4.65292
C 2.54767 0.46631 4.47333
C 2.35868 1.13688 3.27582
C 1.55677 0.61599 2.27768
N 1.35532 1.41926 1.07165
C 2.59903 1.59636 0.30656
C 0.75543 2.72409 1.38567
H -2.37826 -2.38154 -2.44151
H -2.14910 -0.62593 -2.40954
H -2.78815 -1.45923 -0.97673
H -0.01634 -2.81829 -2.95792
H 1.22965 -1.99432 -1.99966
H 0.16679 -1.06201 -3.08345
H -1.31456 -4.20322 -1.68473
H -1.24898 -6.07918 -0.07731
H -0.50510 -5.62395 2.25184
H 0.11807 -3.44608 2.94351
H 0.61158 -2.20653 3.89821
H 2.00027 -1.28094 5.58435
H 3.16291 0.89190 5.25267
H 2.83340 2.09680 3.12000
H 3.34317 2.16492 0.87263
H 2.37676 2.14299 -0.61064
H 3.01504 0.62136 0.06020
H 1.46749 3.37832 1.89572
H -0.11574 2.57721 2.02179
H 0.44614 3.20957 0.45943
S -4.30717 2.23936 0.81633
C -4.11139 1.13332 2.10109
C -2.94884 0.41754 2.02355
C -2.19110 0.77293 0.88997
C -2.79902 1.74986 0.13695
C -2.17644 2.24666 -1.06320
C -2.67868 3.22953 -1.91587
C -1.95561 3.59648 -3.03110
C -0.73299 2.98279 -3.29532
C -0.28592 2.01906 -2.41988
N -0.98747 1.66255 -1.33678
H -4.87469 1.06660 2.85896
H -2.65972 -0.32668 2.75037
H -3.62923 3.69177 -1.69093
H -2.33756 4.35779 -3.69734
H -0.14074 3.24504 -4.15868
H 0.65521 1.50451 -2.56767

As for the total energy: -46827.0295 eV. The orbital gap is 6.289 eV. The value obtained for the LUMO energy is -0.141 hartree. As for the largest force on an atom: 0.02480 hartree/bohr. The calculation puts the HOMO energy at -10.1269 eV. As for the net charge: +1.

=====

[3]
ORCA calculation (wB97M-V/def2-TZVPD) on a structure of composition C25H26Br2N7O4SSeTi.

Cartesian coordinates (Å):
Ti 0.23204 0.55167 -0.26764
O -3.93514 -0.37683 -0.67521
C -2.63811 -0.25137 -0.75363
O -1.98926 0.55033 -0.08208
C -1.94782 -1.11610 -1.71742
C -2.50544 -1.90312 -2.70565
C -1.63937 -2.53116 -3.59668
C -0.27044 -2.35222 -3.47735
C 0.19511 -1.57091 -2.43046
N -0.63107 -0.98084 -1.58150
C 1.63709 -1.18695 -2.16514
O 2.53654 -1.53195 -2.88591
O 1.73486 -0.43276 -1.10035
H -4.30835 0.22015 -0.00477
H -3.57803 -2.00745 -2.79128
H -2.04143 -3.14208 -4.39369
H 0.43722 -2.79303 -4.16626
Br 1.69038 -2.86987 5.42477
C 1.17864 -1.97696 3.86288
C 1.09319 -2.65980 2.66016
C 0.72243 -1.94818 1.53902
N 0.43311 -0.64445 1.56842
C 0.50629 0.01755 2.73616
C 0.88126 -0.62252 3.90387
C 0.12400 1.44794 2.68827
C 0.08325 2.25226 3.81447
C -0.29523 3.57865 3.68088
Br -0.34945 4.69545 5.18213
C -0.63321 4.06826 2.42897
C -0.56577 3.20055 1.35945
N -0.19669 1.92496 1.47564
H 1.31683 -3.71452 2.59393
H 0.66714 -2.43234 0.57309
H 0.94842 -0.09452 4.84259
H 0.33850 1.87212 4.79164
H -0.93491 5.09599 2.28955
H -0.80721 3.53965 0.36009
C 5.66447 -0.03832 -0.69728
N 4.62370 0.80305 -0.10673
C 3.63296 1.45328 -0.69765
S 2.38376 2.11024 0.33072
N 3.54457 1.64119 -2.00091
C 4.48798 1.30595 -3.06518
H 5.93641 -0.79223 0.03645
H 6.55641 0.53205 -0.95192
H 5.28227 -0.55093 -1.57521
H 4.59506 0.85397 0.89906
H 2.64545 2.00320 -2.29399
H 5.51089 1.44560 -2.72900
H 4.31331 1.99305 -3.89006
H 4.34302 0.28636 -3.42031
C 1.73481 4.84123 -2.35639
N 0.30936 4.83307 -2.04863
C -0.41221 5.94574 -1.67225
C -1.69482 5.55629 -1.52494
N -1.74196 4.20761 -1.81053
C -2.95750 3.40915 -1.78830
C -0.50697 3.76708 -2.11883
Se -0.02902 2.01462 -2.59047
H 2.00953 5.83648 -2.69477
H 1.92031 4.13217 -3.15785
H 2.31376 4.55911 -1.47869
H 0.04657 6.91305 -1.56854
H -2.57616 6.11587 -1.26537
H -3.76446 3.97747 -2.24419
H -3.22298 3.15886 -0.76129
H -2.78742 2.50158 -2.36031

The expectation value of S² is 0.75. As for the total energy: -284342.9399 eV. The orbital gap (alpha / beta) is 7.147 / 7.092 eV. The value obtained for the LUMO energy (alpha / beta) is -0.224 / -0.228 hartree. As for the largest force on an atom: 0.01850 hartree/bohr. The spin multiplicity is 2. The calculation puts the HOMO energy (alpha / beta) at -13.2414 / -13.2928 eV. As for the net charge: +2.